(1)
Molecular formula: C3H7NO2S
Method: DFT, ωB97M-V/def2-TZVPD

XYZ file:
```
14
Properties=species:S:1:pos:R:3:lowdin_charge:R:1
N -0.5130 -1.4292 -0.1037 0.007
C -0.0028 -0.0688 -0.2195 -0.487
C -0.6902 0.7456 0.9018 -0.545
S -2.3296 0.9183 0.1930 0.681
C 1.4691 0.0116 -0.0937 -0.431
O 2.0848 0.6133 0.7134 0.153
O 2.0667 -1.0064 -0.9396 0.045
H -1.4964 -1.2113 -0.4330 0.040
H -0.0296 -2.1176 -0.7648 0.112
H -0.5342 0.4563 -1.1685 0.133
H -0.2737 1.6948 0.9599 0.034
H -0.8316 0.1891 1.9446 0.135
H -1.8596 2.3226 -0.4102 0.031
H 2.9402 -1.1181 -0.5799 0.090
```

Properties
Frontier orbital gap in eV: 9.641
E_tot in eV: -19643.200
2S+1: 1
Structure (SMILES): N[C@@H](CS)C(=O)O
Lowest unoccupied orbital energy in eV: 0.26
Maximum force in hartree/bohr: 0.0855


(2)
Molecular formula: C37H64As3N3O7PPbS2
Method: DFT, ωB97M-V/def2-TZVPD

XYZ file:
```
118
Properties=species:S:1:pos:R:3:lowdin_charge:R:1
Pb 1.0056 -0.4184 -0.6704 0.968
C 1.4266 3.1079 0.0580 0.006
C 0.7432 2.7237 1.3857 -0.417
N -0.3309 1.6999 1.0507 -0.038
N -0.8578 1.0848 2.0832 0.021
C -1.2250 -0.1577 2.1890 -1.027
S -0.6776 -1.4417 1.1851 0.600
S -1.9644 -0.7020 3.7068 0.909
C -3.7457 -0.2161 3.6492 -0.381
C -4.1142 1.2050 3.9421 -0.289
C -4.6295 1.5407 5.1909 -0.042
C -5.0844 2.8257 5.4434 -0.074
C -5.0426 3.7880 4.4456 -0.078
C -4.5198 3.4641 3.2024 -0.083
C -4.0389 2.1873 2.9597 -0.064
C 1.8417 2.1306 2.2886 -0.032
C 2.7186 3.0396 2.8414 -0.016
C 3.7044 2.6632 3.7530 -0.007
C 3.8180 1.3272 4.1539 -0.048
C 3.0318 0.3842 3.5564 0.041
C 2.1165 0.7326 2.5045 -0.320
O 1.7126 -0.1980 1.7492 -0.213
H 0.6711 3.3804 -0.6749 0.067
H 2.0448 2.2829 -0.2997 0.057
H 2.0546 3.9752 0.2490 0.108
H -4.1509 -0.8675 4.4227 0.076
H -4.1166 -0.5482 2.6804 0.072
H -4.6948 0.7868 5.9672 0.115
H -5.4950 3.0699 6.4146 0.107
H -5.4213 4.7848 4.6310 0.106
H -4.4939 4.2022 2.4108 0.108
H -3.6153 1.9482 1.9951 0.082
H 2.6037 4.0812 2.5784 0.113
H 4.3593 3.4168 4.1692 0.121
H 4.5452 1.0404 4.9015 0.117
H 3.1480 -0.6692 3.7757 0.125
C -1.7770 -2.2586 -3.4382 -0.282
As 0.0988 -1.8849 -3.0081 1.092
C 0.5051 -1.0339 -4.7220 -0.278
C 0.6538 -3.7597 -3.3292 -0.339
C 2.0957 -4.2210 -3.0813 -0.669
C 3.0781 -3.2639 -3.7750 -0.079
C 2.4232 -4.3193 -1.5810 -0.334
As 2.9123 -2.6658 -0.6014 1.064
C 4.8617 -2.6815 -0.7791 -0.278
C 2.8233 -3.4679 1.1772 -0.291
C 2.2736 -5.6096 -3.7281 -0.382
As 1.1708 -7.2393 -3.3629 1.142
C -0.5514 -6.7414 -4.1876 -0.351
C 0.5866 -7.0684 -1.4878 -0.354
H -1.8221 -2.7591 -4.4052 0.039
H -2.3377 -1.3285 -3.4939 0.015
H -2.2279 -2.8991 -2.6833 0.031
H 0.0842 -1.6355 -5.5266 0.040
H 1.5733 -0.9137 -4.8720 0.012
H 0.0311 -0.0518 -4.7253 0.036
H 0.3924 -3.9543 -4.3729 0.081
H -0.0215 -4.3482 -2.7040 0.051
H 3.0145 -2.2630 -3.3332 0.042
H 2.8545 -3.1903 -4.8409 0.092
H 4.1032 -3.6234 -3.6684 0.091
H 3.2508 -5.0181 -1.4338 0.086
H 1.5639 -4.7126 -1.0361 0.049
H 5.2314 -3.6973 -0.6447 0.036
H 5.2717 -2.0385 -0.0015 0.032
H 5.1796 -2.2909 -1.7423 0.019
H 3.3639 -4.4137 1.2005 0.037
H 1.7847 -3.6334 1.4628 0.020
H 3.2669 -2.7817 1.8970 0.018
H 3.3007 -5.9388 -3.5462 0.062
H 2.1875 -5.5014 -4.8150 0.069
H -0.3919 -6.3398 -5.1882 0.018
H -1.1163 -6.0235 -3.5940 0.003
H -1.1488 -7.6473 -4.2858 0.015
H 1.4403 -7.0861 -0.8122 0.015
H -0.0315 -7.9386 -1.2674 0.019
H -0.0097 -6.1737 -1.3066 0.005
C -3.7235 -0.8509 -0.8386 -0.030
C -3.7208 0.6725 -0.8439 -0.586
C -3.6211 1.2244 -2.2651 -0.038
C -5.0042 1.1989 -0.2108 -0.020
O -2.5971 1.0740 0.0122 -0.215
P -1.3605 1.9740 -0.4590 0.331
O -1.6797 3.4018 -0.5280 -0.228
O -0.5723 1.3051 -1.5555 -0.458
O 0.2527 3.9498 1.8352 -0.051
C -0.2556 4.4694 3.1196 -0.537
C 0.7739 5.4639 3.6650 -0.034
C -1.5089 5.2269 2.6880 -0.017
C -0.5934 3.4780 4.2262 -0.011
H -4.4923 -1.2365 -1.5085 0.101
H -3.9133 -1.2215 0.1697 0.080
H -2.7464 -1.2179 -1.1473 0.041
H -4.4684 0.8666 -2.8488 0.097
H -2.6967 0.9169 -2.7475 0.060
H -3.6401 2.3157 -2.2482 0.094
H -5.8411 0.9640 -0.8682 0.097
H -4.9533 2.2798 -0.0781 0.097
H -5.1887 0.7327 0.7573 0.076
H 1.2213 6.0265 2.8441 0.094
H 1.5559 4.9585 4.2303 0.071
H 0.2751 6.1675 4.3314 0.096
H -1.2339 6.1233 2.1308 0.095
H -2.1028 5.5053 3.5583 0.092
H -2.0989 4.5913 2.0294 0.069
H 0.2090 2.7632 4.4066 0.082
H -1.5161 2.9461 4.0253 0.064
H -0.7379 4.0522 5.1431 0.100
N 2.7556 3.1803 -3.5267 0.024
C 3.8443 2.5799 -2.7559 -0.139
C 3.4766 1.1411 -2.3804 -0.571
O 4.0424 0.4773 -1.5513 0.054
O 2.4322 0.6712 -3.0654 -0.018
H 3.0854 3.8228 -4.2326 0.095
H 2.0978 3.6752 -2.9356 0.090
H 2.1216 1.4454 -3.6075 0.105
H 4.1102 3.1192 -1.8457 0.125
H 4.7441 2.5288 -3.3700 0.137
```

Properties
Frontier orbital gap (alpha / beta) in eV: 5.995 / 5.551
Charge: +1
E_tot in eV: -276928.559
2S+1: 1
Lowest unoccupied orbital energy (alpha / beta) in eV: -4.31 / -4.76
Maximum force in hartree/bohr: 0.0260


(3)
Molecular formula: C2H6N12
Method: DFT, ωB97M-V/def2-TZVPD

XYZ file:
```
20
Properties=species:S:1:pos:R:3:lowdin_charge:R:1
C -1.2801 1.3666 -0.1327 -0.271
C 1.2914 -1.1786 0.0002 -0.301
N -2.4013 0.7776 -0.0657 0.128
N -1.9540 -2.5988 0.0182 0.269
N 2.6521 -0.7988 -0.2107 0.148
N 1.1059 1.8168 0.2947 0.168
N -2.7140 -0.4502 -0.0632 0.055
N -2.1763 -1.5085 -0.0044 -0.148
N 2.8866 0.4028 -0.2035 0.057
N 2.2446 1.3552 0.2355 0.044
N 0.0778 0.8729 -0.0697 -0.042
N 0.2476 -0.4804 0.0060 0.177
N -1.2938 2.8190 -0.0790 0.242
N 1.2991 -2.6217 0.1218 0.238
H -2.2919 3.1520 -0.2533 0.219
H -0.6366 3.1740 -0.8256 0.196
H -1.0656 3.3327 0.8176 0.208
H 0.4574 -3.2140 0.5073 0.211
H 2.1659 -3.0136 0.6226 0.221
H 1.3852 -3.2049 -0.7161 0.184
```

Properties
Frontier orbital gap (alpha / beta) in eV: 6.423 / 6.433
Charge: +2
E_tot in eV: -20023.239
2S+1: 1
Lowest unoccupied orbital energy (alpha / beta) in eV: -10.29 / -10.28
Maximum force in hartree/bohr: 0.1113